C25H53B4N5O10 | ωB97M-V/def2-TZVPD

Structure (XYZ):
```
97
Properties=species:S:1:pos:R:3:forces:R:3
N -8.91338 2.23370 4.84647 0.394 0.180 -0.091
B -7.64081 2.73073 4.33029 -0.088 0.071 -0.106
O -7.11177 3.91251 4.83219 -0.666 -0.108 0.145
B -6.68158 1.95475 3.13138 -0.867 0.228 0.019
O -6.27656 2.66432 2.00568 0.729 -0.296 0.593
B -5.15154 2.06558 1.45134 -0.403 0.389 -0.841
C -3.79178 2.82230 1.26530 -0.207 -0.527 0.057
C -2.67609 1.82831 0.93165 -0.327 0.572 0.265
C -1.36995 2.43554 0.46199 -0.217 -0.614 -0.602
N -0.56796 1.33704 -0.10426 0.094 0.373 0.672
C 0.89811 1.38325 0.10421 -0.303 -0.723 -0.237
C 1.33572 0.25959 1.02554 -0.134 0.948 -0.424
C 1.85161 -0.91325 0.49419 -0.058 -0.382 1.035
C 2.19844 -1.95795 1.35370 -0.178 0.470 -0.186
C 2.02840 -1.80612 2.72406 0.123 -0.076 -0.079
C 1.52803 -0.62430 3.25595 -0.139 0.232 -0.300
C 1.17193 0.41612 2.40430 0.257 -0.979 -0.181
O 0.68676 1.59630 2.93227 0.071 0.149 0.083
O -5.28486 0.72174 1.13742 0.548 0.301 0.437
B -5.70150 -0.01631 2.21779 -0.420 -0.885 -0.074
C -5.55681 -1.57761 2.19911 0.419 0.505 0.481
C -4.31296 -2.08349 1.46125 -0.334 -0.227 0.082
C -4.62714 -3.07452 0.36481 0.854 -0.256 0.030
N -3.53557 -3.84308 -0.18648 -0.069 0.257 0.400
O -5.72441 -3.21995 -0.06294 -1.134 -0.046 -0.470
O -6.25812 0.63659 3.31372 0.097 0.447 -0.471
H -9.46313 1.82901 4.09976 0.073 -0.456 0.110
H -8.83425 1.55926 5.59612 -0.259 0.105 0.220
H -7.05642 4.54382 4.10687 0.653 0.054 0.041
H -3.59519 3.32619 2.21243 0.079 0.275 0.031
H -3.90777 3.59647 0.50745 0.074 0.148 -0.110
H -3.04234 1.16947 0.14984 0.077 -0.219 -0.140
H -2.52155 1.21960 1.82842 0.158 -0.238 -0.038
H -1.63049 3.12637 -0.33853 0.218 0.363 -0.019
H -0.85680 2.97482 1.25760 0.103 0.157 0.098
H -0.90632 0.49711 0.34580 0.076 -0.225 -0.134
H 1.35405 1.23428 -0.87019 0.361 0.089 -0.039
H 1.23250 2.33646 0.49977 -0.129 0.238 0.038
H 1.96616 -1.03706 -0.56652 0.083 0.080 -0.346
H 2.59750 -2.86637 0.93138 0.055 -0.188 0.074
H 2.29627 -2.61701 3.38413 0.024 -0.068 0.111
H 1.38300 -0.48908 4.31677 0.064 -0.052 0.143
H -0.27339 1.59001 2.89198 -0.087 0.038 -0.034
H -6.46465 -2.01925 1.79281 -0.071 -0.064 -0.230
H -5.50715 -1.89801 3.23768 -0.114 -0.133 0.149
H -3.75901 -1.28166 0.97297 0.080 0.161 -0.047
H -3.62279 -2.54771 2.16066 0.202 -0.059 0.055
H -2.98583 -4.19552 0.59263 0.170 0.032 -0.048
H -2.91215 -3.20967 -0.68536 0.127 -0.217 -0.315
C -0.49952 -6.75951 -2.38466 0.054 0.000 -0.117
O -0.65448 -6.12140 -3.63672 0.021 -0.003 0.187
C -1.84427 -5.35197 -3.76454 -0.128 -0.014 -0.230
C -1.54576 -3.86825 -3.79004 0.101 -0.010 0.112
N -1.08848 -3.39606 -2.48984 0.079 0.072 -0.002
C -0.55248 -2.03604 -2.47523 0.008 -0.159 0.151
C 0.68914 -1.73179 -3.31244 0.009 0.281 0.113
O 1.87654 -2.35898 -2.84796 -0.207 -0.062 -0.127
C 2.05480 -3.69708 -3.27913 0.240 0.067 0.170
H 0.32334 -7.46642 -2.47876 0.008 0.014 -0.031
H -0.25271 -6.04890 -1.58766 -0.072 -0.022 0.060
H -1.40240 -7.30828 -2.10337 -0.014 0.013 0.040
H -2.55752 -5.59499 -2.97181 0.049 0.056 0.080
H -2.30012 -5.62683 -4.71966 -0.008 -0.013 0.014
H -2.45810 -3.32964 -4.06238 0.002 0.025 -0.002
H -0.80313 -3.69535 -4.58036 -0.067 0.004 -0.075
H -0.37438 -4.02407 -2.14637 -0.003 -0.044 0.014
H -0.30499 -1.81262 -1.43376 0.011 0.118 -0.019
H -1.35316 -1.34872 -2.76532 0.041 0.041 -0.071
H 0.87368 -0.65753 -3.22588 0.014 -0.005 0.017
H 0.54209 -1.93141 -4.37987 -0.018 -0.158 0.017
H 1.64250 -3.86366 -4.27660 -0.075 -0.018 0.009
H 1.61707 -4.40988 -2.57507 -0.094 -0.060 -0.096
H 3.12748 -3.89038 -3.31009 0.002 0.043 -0.022
C 7.38375 3.28563 -2.92065 0.033 -0.082 0.076
O 7.81458 3.25302 -1.57475 -0.096 0.053 -0.133
C 7.70560 4.49231 -0.88627 0.181 0.012 0.195
C 6.60911 4.45500 0.15683 -0.151 -0.110 -0.117
N 5.28831 4.40565 -0.45639 0.031 -0.125 0.085
C 4.19462 4.12086 0.47009 0.004 0.079 -0.198
C 4.19684 2.79121 1.21832 -0.241 0.030 0.216
O 3.97699 1.65535 0.40245 0.247 0.130 -0.054
C 5.12689 1.15188 -0.25266 -0.236 -0.198 -0.067
H 7.70166 2.35474 -3.38723 0.013 -0.011 0.031
H 6.29353 3.35604 -3.00279 0.004 0.080 -0.052
H 7.83608 4.12098 -3.46274 -0.027 0.020 -0.020
H 7.55432 5.31939 -1.58608 -0.092 -0.031 -0.037
H 8.65894 4.65699 -0.37636 0.005 0.015 -0.021
H 6.67871 5.35530 0.77477 -0.012 -0.004 0.025
H 6.80222 3.58762 0.80213 0.091 0.053 0.067
H 5.28654 3.69759 -1.17810 0.024 -0.004 -0.032
H 3.26866 4.16813 -0.10922 -0.033 0.015 0.047
H 4.14907 4.93113 1.20498 0.023 -0.023 0.042
H 3.35238 2.81656 1.91444 0.003 -0.023 -0.002
H 5.09475 2.65264 1.83213 0.084 0.001 -0.103
H 6.03158 1.29163 0.34356 0.026 0.067 -0.015
H 5.26087 1.60414 -1.23936 0.129 0.060 0.028
H 4.97238 0.08266 -0.40502 -0.020 -0.001 0.046
```
Positions in Å, forces in eV/Å.

As for the SMILES: NB(O)B1OB(CCCNCc2ccccc2O)OB(CCC(N)=O)O1.COCCNCCOC.COCCNCCOC. The net charge is 0. The value obtained for the energy is -57421.69886 eV. The value obtained for the gap between HOMO and LUMO is 8.86 eV.

***

C25H53N15O5 | ωB97M-V/def2-TZVPD

Structure (XYZ):
```
98
Properties=species:S:1:pos:R:3:forces:R:3
C -2.34388 1.91176 0.87152 0.560 2.930 -6.934
O -2.12153 0.79715 1.27217 -0.539 1.850 -5.527
N -1.73261 2.38489 -0.20674 -2.601 6.031 2.481
N -3.35630 2.57088 1.23135 -3.447 1.985 2.734
H -2.12955 3.21808 -0.61701 0.126 0.359 0.516
H -1.22203 1.81589 -0.86677 -0.643 3.360 1.816
H -3.55166 3.44676 0.76791 -0.359 -0.173 0.707
H -3.81883 2.16234 2.03088 -0.722 0.691 0.166
C -3.21134 0.00221 3.58660 0.733 3.153 1.730
O -3.69302 -0.10819 4.67173 -1.787 -2.054 2.460
N -3.66992 -0.12890 2.38748 -6.344 -3.752 -2.005
N -2.12987 0.76744 3.40413 3.623 1.377 4.166
H -2.98526 0.05607 1.66836 -2.335 -1.314 0.265
H -4.61741 -0.35263 2.11859 0.053 -0.416 0.728
H -1.90171 1.00573 2.44953 0.331 -0.364 3.579
H -1.38823 0.87014 4.08200 -1.034 -0.293 0.455
C -0.08357 0.12415 -0.56682 5.627 -6.485 4.368
O -0.71226 0.94591 -1.23000 11.059 -0.241 1.556
N 0.89497 -0.65027 -1.06099 -6.552 0.692 4.947
N -0.32606 -0.14314 0.69227 3.063 -2.388 0.123
H 1.10979 -0.35783 -2.00356 -0.120 -2.697 4.804
H 1.14402 -1.43824 -0.48032 -2.548 1.501 -1.928
H -1.07386 0.26461 1.23506 1.448 -0.162 -0.754
H 0.07809 -0.92569 1.18662 0.804 0.068 -0.967
C 1.92486 3.23313 -2.15222 -3.861 -1.178 2.327
O 1.56884 4.25049 -1.66891 -1.152 4.616 2.041
N 2.89345 3.13493 -2.93129 6.634 0.686 -5.289
N 1.28635 2.10938 -1.97434 -1.831 1.017 2.264
H 3.17181 2.29960 -3.42611 -0.028 0.332 0.297
H 3.23136 4.03916 -3.22842 0.443 -0.389 -0.163
H 1.60577 1.25076 -2.39958 0.062 2.433 1.015
H 0.45472 2.10474 -1.40124 1.501 1.043 -0.572
C 0.59811 -0.19200 -3.42839 -2.550 1.129 -4.756
O 1.55142 0.11412 -2.74998 5.893 0.875 -10.594
N -0.60389 0.02125 -3.11708 -2.693 -1.396 -3.865
N 0.70772 -0.70653 -4.61286 0.739 -1.540 -5.001
H -1.27967 -0.06859 -3.86230 -0.238 -0.264 0.513
H -0.83142 0.36194 -2.19390 0.062 -0.411 -2.916
H 1.60637 -0.77407 -5.06889 -0.853 0.453 -0.710
H -0.11771 -0.73812 -5.19404 0.374 -0.200 -0.021
C 0.62603 1.06925 3.13866 -0.526 2.430 -0.050
C 0.10596 2.03525 2.11650 0.647 1.388 0.302
C 0.81293 3.37630 2.38159 0.093 -0.785 -0.017
C 0.38423 4.53366 1.59557 -1.081 2.590 -1.531
N 0.00533 5.46793 0.98558 1.008 -2.805 1.882
H 0.25365 1.40741 4.10565 0.306 0.166 0.423
H 1.71153 1.11242 3.22772 -0.604 -0.106 -0.496
H 0.11595 0.10807 3.07503 1.357 1.866 -0.872
H -0.95019 2.21344 2.31874 0.780 0.560 0.106
H 0.19094 1.54910 1.14463 0.637 1.695 0.501
H 1.88925 3.21017 2.33657 0.134 0.319 -0.437
H 0.62961 3.47821 3.45122 -0.109 0.895 0.009
C 3.67449 -3.67423 -1.96601 -0.975 0.408 0.105
C 2.52204 -2.74120 -2.44555 1.380 0.888 -0.938
C 3.05278 -1.59180 -3.38956 1.059 -0.847 0.612
C 3.69861 -0.46370 -2.64265 1.582 1.017 0.689
N 4.17196 0.43777 -2.05671 -0.793 -2.481 -1.515
H 3.21002 -4.28121 -1.18886 0.267 -0.644 -0.281
H 4.54702 -3.23983 -1.47806 -0.224 0.760 -0.034
H 4.08941 -4.22578 -2.80965 -0.296 -0.394 0.130
H 1.96167 -2.31818 -1.61180 0.588 -0.695 -1.311
H 1.83148 -3.29463 -3.08190 -0.040 -0.303 0.142
H 2.22572 -1.20206 -3.98300 2.409 -1.236 1.193
H 3.76897 -2.06161 -4.06369 0.328 0.138 -0.015
C 2.70254 -0.69533 3.44195 1.756 -2.000 -0.257
C 3.71300 -0.31055 2.27747 -2.153 0.502 0.796
C 3.06067 -0.10654 0.84697 0.847 -1.604 1.350
C 2.33741 -1.37821 0.50238 2.387 -0.273 1.794
N 1.77349 -2.33517 0.16806 2.987 -2.502 4.766
H 1.68577 -1.02983 3.23606 0.979 0.978 -0.619
H 2.73577 0.03303 4.25218 -0.173 -0.239 -0.147
H 3.02740 -1.64200 3.87368 0.695 -0.099 0.301
H 4.53229 -1.02527 2.19986 -0.091 0.136 0.027
H 4.06959 0.64997 2.64943 0.576 0.043 -0.709
H 3.92767 -0.01414 0.19284 -0.465 0.104 -0.484
H 2.41402 0.76566 0.75100 -0.092 -0.215 0.020
C -2.33278 -2.06368 0.58197 0.397 -0.953 1.592
C -2.48258 -3.05109 1.75296 -0.362 0.481 -1.258
C -1.14990 -3.14987 2.50935 -0.103 -1.208 -0.295
C -0.51724 -1.99353 3.14253 -0.836 -0.967 0.251
N 0.03363 -1.17573 3.73298 -1.589 -3.732 1.639
H -1.89666 -1.16250 1.01299 -1.210 -0.900 -0.624
H -3.23308 -1.89380 -0.00854 0.000 -0.123 1.002
H -1.55768 -2.35550 -0.12667 0.154 -0.767 0.345
H -2.72523 -4.02831 1.33550 0.304 -0.268 0.176
H -3.40267 -2.75500 2.25681 0.528 0.079 0.843
H -0.44453 -3.56099 1.78717 0.344 0.449 -0.405
H -1.12466 -3.99141 3.20165 -0.387 0.303 0.636
N -2.56246 0.32792 -1.68256 -7.991 -1.575 -0.518
C -2.86055 -0.96839 -1.78034 1.443 -1.124 -0.142
C -4.03464 -1.15524 -2.45162 1.018 -1.368 -0.387
C -4.36753 0.10381 -2.87777 -2.627 2.169 -0.007
C -3.57592 1.04465 -2.22825 0.173 -0.355 -1.470
H -1.74493 0.66694 -1.19592 -4.660 -1.238 0.513
H -2.10300 -1.62890 -1.38504 -0.597 0.085 -1.055
H -4.54890 -2.07461 -2.68973 0.208 0.015 -0.026
H -5.27425 0.24642 -3.44691 0.020 0.565 -0.025
H -3.52957 2.12346 -2.20724 -0.305 -0.090 -0.280
```
Positions in Å, forces in eV/Å.

The calculation puts the energy above the lowest of the compared OMol25 structures with the same formula, charge and spin at 2789.5 kJ/mol. The net charge is 0. The value obtained for the energy is -59345.67061 eV. The value obtained for the gap between HOMO and LUMO is 8.14 eV.

***

C25H53N5O15 | ωB97M-V/def2-TZVPD

Structure (XYZ):
```
98
Properties=species:S:1:pos:R:3:forces:R:3
N -20.03614 -2.31008 14.84454 0.214 -0.516 -0.061
H -20.40450 -2.57616 13.92507 -0.612 0.784 0.378
H -19.25828 -1.67708 14.72276 0.222 -0.206 -0.203
H -19.79359 -3.22746 15.26650 -0.378 -0.115 0.667
H -20.68658 -1.81923 15.46175 -0.644 -0.202 0.246
C -20.83084 -6.44148 17.59146 -1.208 -0.852 0.036
C -21.19252 -5.34505 16.59022 0.337 1.757 0.656
O -22.35570 -4.98424 16.48969 -0.286 -0.737 -0.127
O -20.18678 -4.73473 16.05976 0.760 -0.781 -0.207
H -21.71395 -7.08404 17.70336 0.145 -0.241 -0.391
H -20.77775 -6.05362 18.61108 0.718 0.431 -0.207
H -19.97571 -7.03838 17.27465 0.189 0.130 0.284
C -22.50601 1.05809 16.38528 -0.128 0.282 0.257
C -22.27049 -0.32755 17.00535 -0.879 -0.711 -0.605
O -21.06521 -0.75696 17.11579 0.934 0.624 -0.523
O -23.27891 -0.97562 17.26426 0.036 0.198 0.617
H -21.81896 1.24902 15.55810 -0.009 0.171 0.077
H -22.42872 1.83859 17.15111 0.450 -0.022 -0.058
H -23.53569 1.13354 16.04056 0.060 -0.290 -0.217
C -22.44795 -0.56331 12.10430 0.157 0.563 -0.193
C -23.35972 -1.54553 12.84629 -1.591 -1.451 0.587
O -24.58995 -1.29596 12.84464 0.248 0.803 -0.483
O -22.87588 -2.58714 13.37343 1.216 0.919 -0.709
H -22.59699 0.47593 12.41440 0.046 -0.152 0.526
H -22.69480 -0.47411 11.03979 -0.017 -0.580 -0.051
H -21.40892 -0.85130 12.23435 0.101 0.307 -0.013
C -15.25607 -2.37180 17.65940 -0.206 0.095 0.413
N -16.23992 -1.59880 16.86088 0.168 0.759 -0.324
O -17.10024 -2.17884 16.24673 0.000 -0.388 0.023
O -16.09765 -0.38393 16.86090 0.013 -0.224 0.019
H -14.84701 -1.65722 18.36250 0.080 -0.112 0.070
H -14.47707 -2.77227 17.01707 -0.206 -0.018 -0.239
H -15.82261 -3.14091 18.17189 0.159 -0.149 -0.077
C -19.27716 -3.03528 9.68736 0.230 0.621 -0.492
C -18.70693 -2.46072 10.98600 -1.041 -1.767 0.948
C -18.42101 -0.97150 10.94418 -0.448 0.304 -0.184
O -17.87446 -0.54646 9.68931 0.450 -0.167 1.401
C -16.49528 -0.77030 9.65994 1.228 1.213 -2.068
N -19.69305 -2.61243 12.08359 0.277 0.071 -0.847
H -19.66491 -4.05188 9.75456 0.193 -0.048 0.526
H -18.48716 -3.03802 8.92956 -0.267 0.142 -0.258
H -20.12621 -2.42305 9.36806 0.161 0.090 -0.238
H -17.88750 -3.14263 11.24492 0.528 0.658 0.087
H -17.86060 -0.62972 11.82017 0.519 -0.247 -0.195
H -19.36285 -0.43903 11.10140 -0.182 -0.183 -0.468
H -15.83129 0.05234 9.98547 -0.703 0.125 1.020
H -16.24242 -0.66766 8.59200 0.008 -0.873 -0.010
H -16.07975 -1.68875 10.07625 -0.558 -0.270 0.027
H -19.77689 -3.56766 12.43992 0.006 -0.121 -0.482
H -20.57653 -2.40593 11.62505 -0.368 -0.137 0.652
C -17.87231 -6.54747 14.27043 1.200 0.638 0.631
C -18.49193 -5.76733 13.11410 -0.352 -1.919 -0.566
C -18.15188 -6.48306 11.80872 0.484 0.971 -0.856
O -18.65581 -7.79102 11.77480 -0.160 -0.203 0.623
C -18.77665 -8.39995 10.52233 -0.233 -0.148 0.201
N -19.95548 -5.68763 13.24266 1.054 0.618 0.409
H -18.31400 -7.51919 14.47931 -0.241 0.053 -0.245
H -17.88964 -5.94662 15.18367 -0.512 -0.074 0.027
H -16.79372 -6.68942 14.10461 -0.076 -0.181 -0.240
H -17.98883 -4.79562 13.04565 -0.316 0.184 0.108
H -17.05827 -6.46468 11.66911 0.045 -0.309 0.127
H -18.52680 -5.89859 10.95360 -0.337 -0.056 0.084
H -19.62420 -8.00982 9.94619 0.196 0.338 -0.108
H -19.02760 -9.44167 10.72706 0.225 -0.080 -0.087
H -17.84493 -8.34115 9.95053 -0.038 -0.001 -0.132
H -20.08530 -5.76620 14.25270 -0.900 0.514 -0.059
H -20.39463 -6.47789 12.78944 0.090 -0.088 0.047
C -19.83476 -1.38228 20.39603 1.124 0.299 0.513
C -18.91698 -2.20689 19.48658 -0.960 0.640 -0.880
C -17.81010 -2.96421 20.18567 -0.318 0.027 -0.549
O -16.68488 -2.09657 20.25251 0.274 0.186 0.550
C -15.68993 -2.53598 21.13322 0.139 -0.858 -0.171
N -19.78110 -3.12540 18.73580 0.670 0.433 -0.397
H -20.51723 -0.70535 19.88458 -0.356 -0.777 -0.547
H -19.23092 -0.63635 20.93540 0.144 -0.484 0.499
H -20.32274 -2.10656 21.04820 -0.354 0.417 0.227
H -18.45950 -1.44894 18.83051 0.370 -0.281 -0.126
H -17.52139 -3.84012 19.58726 -0.072 -0.056 -0.060
H -18.18665 -3.36748 21.13478 0.428 0.343 0.344
H -14.72365 -2.06579 20.93706 -0.330 0.706 0.098
H -15.43196 -3.59605 20.96540 -0.425 -0.132 0.141
H -16.02675 -2.40940 22.16566 0.309 0.020 0.120
H -20.19835 -2.50381 18.03519 -0.873 -0.324 0.181
H -19.21966 -3.74716 18.15351 -0.057 -0.107 0.064
C -17.44297 2.56685 16.65249 0.752 0.073 0.056
C -18.28481 1.66742 16.09522 -0.708 -0.138 1.311
C -17.96222 0.94640 14.80039 0.435 0.630 -0.418
O -18.69174 0.09951 14.34291 -0.191 0.143 0.214
C -16.71392 1.34610 14.14583 -0.196 -0.047 0.382
C -15.88511 2.17519 14.77928 1.278 0.207 -0.416
C -16.15673 2.86355 16.07738 -1.480 -0.563 0.595
O -15.31615 3.55857 16.62584 0.592 0.123 -0.555
O -14.65115 2.38851 14.28934 0.149 0.114 -0.500
O -19.37485 1.34080 16.77456 0.969 -0.007 -1.176
H -17.56279 2.87832 17.68131 -0.403 0.197 -0.109
H -16.40281 0.88340 13.22055 -0.157 -0.121 -0.014
H -14.19995 3.07016 14.80906 -0.268 -0.008 0.393
H -19.82196 0.54892 16.38046 -0.735 -0.401 0.678
```
Positions in Å, forces in eV/Å.

The net charge is -2. The value obtained for the energy is -64944.14639 eV. The value obtained for the gap between HOMO and LUMO is 4.26 eV.